No. 1
Computed, not measured: a structure of composition C36H40CuF12N2P2 in a non-equilibrium geometry, with ωB97M-V with the def2-TZVPD basis set.

2S+1	2
strongest force on any atom	0.0300	Eh/bohr
Kohn-Sham gap (alpha / beta)	7.2 / 5.9	eV
LUMO level (alpha / beta)	-1.743 / -2.996	eV
ΔE to the lowest compared entry with this formula, charge and spin	23.7	kcal/mol
expectation value of S²	0.7536
molecular weight	854.2	g/mol

Positions of all 93 atoms, in Å:
1 Cu 0.85663 0.40633 0.97892
2 C -2.35905 -1.71845 2.77891
3 C -2.05044 -2.69061 1.63520
4 C -0.55776 -2.84279 1.34345
5 C -2.86839 -2.35378 0.40263
6 C -3.91595 -3.21289 0.08898
7 C -4.73991 -3.00298 -1.00100
8 C -4.49658 -1.91902 -1.81958
9 C -3.48190 -1.01024 -1.54166
10 C -3.22562 0.08768 -2.56896
11 C -2.67116 -0.54831 -3.85035
12 C -4.47379 0.92114 -2.87309
13 C -2.69230 -1.20972 -0.39154
14 N -1.69425 -0.22346 -0.09890
15 C -2.06318 0.96299 0.10207
16 C -1.08868 2.11600 -0.06752
17 N 0.17863 1.97596 -0.01545
18 C 1.09207 2.89985 -0.64923
19 C 1.14028 2.86852 -2.05689
20 C 2.03847 3.71425 -2.69665
21 C 2.88736 4.53739 -1.98317
22 C 2.83252 4.53723 -0.60175
23 C 1.93924 3.73550 0.09583
24 C 1.96618 3.84276 1.60966
25 C 2.64140 2.61617 2.23088
26 C 0.61211 4.15935 2.24911
27 C 0.28228 1.96119 -2.93059
28 C -0.74899 2.78446 -3.71411
29 C 1.14530 1.13154 -3.88839
30 C -1.89376 3.31762 -0.32312
31 C -1.59479 4.61810 -0.64418
32 C -2.65483 5.55165 -0.69479
33 C -3.95876 5.19746 -0.43744
34 C -4.29586 3.85954 -0.11603
35 C -5.58613 3.33553 0.16225
36 C -5.74678 2.00492 0.45002
37 C -4.65641 1.09378 0.46799
38 C -3.40865 1.58115 0.20523
39 C -3.23954 2.95265 -0.07380
40 H -1.88838 -2.04156 3.70816
41 H -3.43934 -1.65768 2.93967
42 H -1.98557 -0.71518 2.56292
43 H -2.39293 -3.67874 1.95080
44 H -0.15322 -1.90816 0.95983
45 H -0.38108 -3.60664 0.58341
46 H -0.01534 -3.11094 2.24715
47 H -4.07118 -4.08188 0.71912
48 H -5.54614 -3.69087 -1.22468
49 H -5.10583 -1.77302 -2.70480
50 H -2.46687 0.76932 -2.19475
51 H -3.40226 -1.23767 -4.28003
52 H -1.75843 -1.11256 -3.64402
53 H -2.44666 0.21212 -4.60207
54 H -5.22043 0.33276 -3.41197
55 H -4.21148 1.77580 -3.50177
56 H -4.93683 1.30037 -1.95919
57 H 2.08544 3.71184 -3.77872
58 H 3.59576 5.17238 -2.50203
59 H 3.49294 5.18582 -0.03748
60 H 2.61040 4.69573 1.82494
61 H 2.02616 1.72554 2.08050
62 H 2.73931 2.72107 3.31054
63 H 3.61700 2.41828 1.78743
64 H -0.07591 3.31595 2.21983
65 H 0.14325 5.01850 1.76329
66 H 0.75375 4.40105 3.30220
67 H -0.24946 1.24828 -2.30028
68 H -0.24638 3.48928 -4.38286
69 H -1.40509 3.35728 -3.05553
70 H -1.37161 2.12987 -4.32782
71 H 1.66684 1.76824 -4.60786
72 H 0.51299 0.44360 -4.45394
73 H 1.88840 0.54727 -3.34674
74 H -0.58445 4.93554 -0.86772
75 H -2.42646 6.57993 -0.94360
76 H -4.73907 5.94984 -0.48452
77 H -6.44720 3.99423 0.14674
78 H -6.73936 1.62782 0.66160
79 H -4.82415 0.04679 0.68652
80 F 1.19926 -0.76464 -0.86374
81 P 2.81472 -1.01304 -0.49635
82 F 2.25444 -1.11549 1.10532
83 F 2.83742 0.61787 -0.22542
84 F 3.21892 -0.80119 -2.00753
85 F 2.62214 -2.56450 -0.65328
86 F 4.29576 -1.14000 0.00972
87 F -0.31889 0.76665 2.52714
88 P 0.04262 0.47494 4.26032
89 F -0.37857 -1.04161 4.00313
90 F 0.38512 0.22062 5.77707
91 F 1.53158 0.10914 3.75082
92 F -1.47388 0.86514 4.53211
93 F 0.45993 2.01422 4.33550

***

No. 2
Computed, not measured: a structure of composition C40H44N6O5PmS2Si in a non-equilibrium geometry, with ωB97M-V with the def2-TZVPD basis set.

2S+1	5
total charge	-1
strongest force on any atom	0.0319	Eh/bohr
Kohn-Sham gap (alpha / beta)	7.3 / 7.4	eV
LUMO level (alpha / beta)	1.812 / 1.835	eV
ΔE to the lowest compared entry with this formula, charge and spin	19.7	kcal/mol
expectation value of S²	6.0065
molecular weight	926.0	g/mol

Positions of all 99 atoms, in Å:
1 Pm -0.15448 -0.07050 0.48011
2 C 0.61339 1.75578 2.77568
3 C 0.73956 0.62882 3.59612
4 C -0.48143 -0.05152 3.61156
5 C -1.39466 0.65646 2.80034
6 C -0.71221 1.80472 2.29284
7 H 1.36987 2.51158 2.61704
8 H 1.62377 0.35182 4.14995
9 H -0.71019 -0.93069 4.19675
10 H -2.46686 0.50254 2.80597
11 H -1.16848 2.66235 1.81496
12 C 1.81829 -1.26905 1.38378
13 Si 2.45890 -2.77211 0.50828
14 C 2.63366 -2.23474 -1.31898
15 N 1.53201 -1.35821 -1.78739
16 C 1.99291 -0.49568 -2.88473
17 C 2.35750 -1.27259 -4.15214
18 C 1.13071 -2.04192 -4.64532
19 C 0.56173 -2.92088 -3.52960
20 C 0.34863 -2.10620 -2.24965
21 C 1.43641 -4.31678 0.76624
22 C 1.12229 -5.21202 -0.25404
23 C 0.55043 -6.44359 0.02099
24 C 0.28298 -6.80296 1.33360
25 C 0.55003 -5.90810 2.36027
26 C 1.11332 -4.67520 2.07682
27 C 4.18686 -3.24489 1.18280
28 C 5.14925 -2.24427 1.34344
29 C 6.31751 -2.46186 2.05630
30 C 6.55878 -3.70515 2.62448
31 C 5.63727 -4.72570 2.44673
32 C 4.46573 -4.49459 1.73798
33 H 2.59922 -0.48910 1.36278
34 H 1.69042 -1.52370 2.43894
35 H 2.78252 -3.09291 -1.98377
36 H 3.55112 -1.64227 -1.37975
37 H 2.85393 0.07804 -2.53204
38 H 1.19120 0.20928 -3.13042
39 H 3.17299 -1.96773 -3.93787
40 H 2.70704 -0.57813 -4.92031
41 H 1.39550 -2.65986 -5.50637
42 H 0.36950 -1.32243 -4.96393
43 H 1.22744 -3.76658 -3.34266
44 H -0.39844 -3.34090 -3.83596
45 H 0.01176 -2.76714 -1.44426
46 H -0.43581 -1.36574 -2.46305
47 H 1.33544 -4.94652 -1.28495
48 H 0.28210 -7.12408 -0.77382
49 H -0.17426 -7.75793 1.54141
50 H 0.32120 -6.17794 3.38440
51 H 1.33049 -3.98139 2.88325
52 H 4.96582 -1.26272 0.91730
53 H 7.03359 -1.65851 2.18319
54 H 7.45544 -3.87318 3.20812
55 H 5.82541 -5.70339 2.87364
56 H 3.74412 -5.29574 1.62828
57 N -7.19555 2.23438 1.63023
58 C -6.12134 2.03180 0.78488
59 C -6.28490 2.09054 -0.60396
60 C -5.20355 1.93572 -1.44762
61 C -3.93630 1.72603 -0.92276
62 C -3.75665 1.69286 0.44994
63 C -4.83727 1.83987 1.29974
64 S -2.58898 1.53291 -2.07897
65 O -2.73012 0.21400 -2.67636
66 O -2.66575 2.65500 -2.96578
67 N -1.27081 1.47395 -1.09805
68 C -0.10730 1.98052 -1.53526
69 N 0.02267 2.51701 -2.76115
70 C 1.16444 3.10068 -3.05626
71 C 2.23467 3.17608 -2.16912
72 C 2.05975 2.49889 -0.97994
73 N 0.93234 1.87752 -0.65439
74 H -8.11252 2.09792 1.24154
75 H -7.09841 1.90622 2.57560
76 H -7.27243 2.26941 -1.01080
77 H -5.32879 1.98072 -2.52149
78 H -2.76156 1.56636 0.84933
79 H -4.68998 1.82100 2.37284
80 H 1.21865 3.51905 -4.05673
81 H 3.15136 3.68852 -2.41455
82 H 2.85186 2.43684 -0.24081
83 N -2.47202 -1.10296 -0.17301
84 C -2.63642 -2.53870 -0.10208
85 C -3.04340 -3.24385 -1.22940
86 C -3.31397 -4.59614 -1.12734
87 C -3.19830 -5.23826 0.09412
88 C -2.77555 -4.54217 1.21289
89 C -2.47845 -3.18760 1.11627
90 S -3.89792 -6.90762 0.18913
91 O -3.15348 -7.70944 -0.77308
92 O -3.73819 -7.32175 1.57584
93 O -5.27715 -6.65260 -0.20595
94 H -3.22087 -0.71710 0.39530
95 H -2.65694 -0.81851 -1.13695
96 H -3.17058 -2.71192 -2.16615
97 H -3.68941 -5.16439 -1.96781
98 H -2.72211 -5.06680 2.15543
99 H -2.18456 -2.60875 1.98905

***

No. 3
Computed, not measured: a cluster of 2 separate species, C2H8N2 in total in a non-equilibrium geometry, with ωB97M-V with the def2-TZVPD basis set.

2S+1	2
total charge	+1
strongest force on any atom	0.0610	Eh/bohr
Kohn-Sham gap (alpha / beta)	8.6 / 4.8	eV
LUMO level (alpha / beta)	-5.533 / -9.282	eV
ΔE to the lowest compared entry with this formula, charge and spin	53.4	kcal/mol
expectation value of S²	0.7838
molecular weight	60.1	g/mol

Positions of all 12 atoms, in Å:
1 C -6.19246 -1.14477 -1.44529
2 H -6.34631 -0.37939 -0.68371
3 H -6.78577 -2.03809 -1.44406
4 H -6.33553 -0.60710 -2.35991
5 H -5.18307 -1.45980 -1.29742
6 N 4.80993 -0.13854 1.20896
7 C 4.03786 0.92539 0.82768
8 N 4.69337 2.10473 0.72950
9 H 5.70429 0.21670 1.51541
10 H 4.66285 -1.12807 0.99056
11 H 2.94570 0.74245 0.98539
12 H 3.98913 2.90648 0.97289

***

No. 4
Computed, not measured: the ion C14H19N4O4 with charge +1 in a non-equilibrium geometry, with ωB97M-V with the def2-TZVPD basis set.

2S+1	1
total charge	+1
strongest force on any atom	0.0347	Eh/bohr
structure (SMILES)	NC1=[N+](CON=O)[C@@H](CCc2ccccc2)[C@H](CC(=O)O)N1
Kohn-Sham gap	8.6	eV
LUMO level	-3.495	eV
ΔE to the lowest compared entry with this formula, charge and spin	0.0	kcal/mol
molecular weight	307.3	g/mol

Positions of all 41 atoms, in Å:
1 N -0.32820 -0.59052 2.72685
2 C -0.87778 -0.69468 1.55566
3 N -2.05732 -0.14678 1.18689
4 C -2.07869 -0.10372 -0.29411
5 C -2.68487 1.13345 -0.93955
6 C -2.44609 2.42654 -0.20997
7 O -3.19978 3.33119 -0.28184
8 O -1.29935 2.49871 0.53188
9 C -0.56251 -0.33845 -0.57752
10 C -0.08426 -0.63224 -1.96231
11 C 1.45637 -0.62599 -2.12058
12 C 2.17512 0.22013 -1.09195
13 C 2.01245 1.60975 -1.12682
14 C 2.62968 2.41873 -0.17751
15 C 3.40118 1.81704 0.81076
16 C 3.58278 0.43972 0.84917
17 C 2.96301 -0.36628 -0.10604
18 N -0.28059 -1.34828 0.48741
19 C -0.60792 -2.74416 0.27385
20 O -1.94623 -3.07790 0.60138
21 N -2.02694 -3.59825 1.94581
22 O -3.01343 -3.28267 2.45090
23 H 0.54453 -1.05652 2.92024
24 H -0.71605 -0.00226 3.45020
25 H -2.12163 0.75341 1.66476
26 H -2.55688 -0.98619 -0.71526
27 H -3.75207 1.01463 -1.07606
28 H -2.25261 1.24591 -1.93146
29 H -0.87418 3.34609 0.33934
30 H -0.13189 0.57518 -0.16936
31 H -0.49895 0.13426 -2.61402
32 H -0.50559 -1.57017 -2.31777
33 H 1.69745 -0.25884 -3.11319
34 H 1.82084 -1.64491 -2.02054
35 H 1.39533 2.04878 -1.89986
36 H 2.50216 3.48898 -0.20676
37 H 3.87292 2.43032 1.56547
38 H 4.17881 -0.03198 1.61450
39 H 3.06834 -1.44090 -0.12233
40 H -0.45485 -3.01505 -0.76211
41 H 0.05770 -3.37605 0.86185